(1)
A structure of composition C40H33F3N5O2S3Se2Ti, computed with ωB97M-V with the def2-TZVPD basis set.

Geometry (Å):
Se: 3.079 -2.289 3.369
Se: 2.746 -2.857 1.140
Ti: 0.947 -0.476 0.755
S: 1.662 1.859 3.536
S: 1.533 4.030 -0.298
S: -2.732 1.620 0.914
F: 3.597 0.607 -5.639
F: 1.641 -0.029 -6.318
F: 3.166 -1.504 -5.878
O: 0.411 1.117 0.988
O: -0.342 -1.697 0.283
N: -2.171 -2.313 -1.008
N: 3.070 -0.170 0.678
N: -3.256 -3.137 -0.849
N: 1.345 -0.419 -1.433
N: 0.534 -1.086 2.834
C: -0.351 -1.402 5.455
C: -3.215 -3.695 0.368
C: 1.321 -1.642 3.767
C: -1.895 -1.643 -2.246
C: -0.988 3.805 -0.649
C: 4.954 0.986 -0.190
C: -1.458 -2.360 0.130
C: -2.082 -3.221 1.020
C: 4.938 -1.417 -0.141
C: 0.833 4.831 -1.634
C: 3.704 -1.332 0.463
C: 1.854 0.802 -3.416
C: 5.571 -0.223 -0.481
C: -1.856 0.371 -3.527
C: -1.599 -2.401 -3.371
C: 3.694 0.978 0.380
C: -3.866 1.689 2.195
C: 0.918 -1.808 5.082
C: 2.020 -1.584 -3.405
C: 2.169 -0.377 -4.070
C: 2.328 3.139 4.458
C: -0.511 4.636 -1.697
C: 0.006 3.376 0.186
C: 0.852 2.958 2.488
C: 1.446 0.740 -2.099
C: -1.483 2.288 1.904
C: -2.016 -0.264 -2.304
C: -0.721 -0.748 3.200
C: -4.307 -3.262 -1.859
C: -1.596 -0.375 -4.669
C: -0.090 2.511 1.404
C: -4.259 -4.641 0.844
C: 1.072 4.250 2.866
C: 1.919 4.353 4.003
C: -1.197 -0.886 4.485
C: -1.460 -1.758 -4.591
C: -3.328 2.240 3.315
C: 2.659 -0.331 -5.505
C: 1.600 -1.559 -2.092
C: -1.957 2.576 3.151
H: 1.469 -2.481 -1.539
H: -1.261 -2.335 -5.484
H: -1.512 -3.479 -3.301
H: -1.360 -0.349 2.424
H: -4.884 1.369 2.032
H: 3.159 1.892 0.601
H: -2.033 3.572 -0.513
H: -4.394 -5.464 0.142
H: -1.147 5.094 -2.440
H: 1.943 1.761 -3.910
H: -1.745 -3.480 2.008
H: -4.090 -4.077 -2.546
H: -3.972 -5.053 1.807
H: 6.549 -0.241 -0.945
H: 5.408 -2.377 -0.306
H: -2.210 -0.589 4.710
H: 1.581 -2.280 5.795
H: -1.353 3.029 3.924
H: -5.219 -4.135 0.963
H: 0.638 5.100 2.359
H: -0.684 -1.522 6.478
H: 2.243 -2.523 -3.891
H: 2.988 2.923 5.282
H: 2.217 5.289 4.450
H: -4.395 -2.329 -2.407
H: -1.509 0.119 -5.628
H: 5.437 1.928 -0.409
H: -5.242 -3.457 -1.341
H: 1.214 1.639 -1.548
H: -1.971 1.445 -3.594
H: -3.889 2.419 4.221
H: 1.448 5.440 -2.280
H: -2.274 0.298 -1.408

As for the total energy: -248007.4581 eV. As for the net charge: +3. For the LUMO energy, the calculation gives -9.2652 eV. For the relative energy (zero: lowest compared OMol25 entry of this formula, charge and spin), the calculation gives 4.4 kcal/mol. For the HOMO energy, the calculation gives -15.82 eV. The calculation puts the orbital gap at 6.56 eV.

(2)
A structure of composition C40H33LiN5O2PS, computed with ωB97M-V with the def2-TZVPD basis set.

Geometry (Å):
S: 1.108 -2.872 -0.163
P: -2.380 -1.291 0.180
O: 1.026 6.737 -1.324
O: 2.948 6.341 -0.169
N: 2.650 0.023 -0.749
N: -1.906 1.658 1.111
N: 0.624 1.936 -0.011
N: -0.013 -4.628 -1.822
N: 1.249 -2.897 -2.772
C: -2.778 -1.315 -4.403
C: -6.275 -2.078 1.368
C: -1.125 -3.351 3.390
C: -0.273 2.933 -0.080
C: 0.297 -4.473 -4.187
C: -1.841 -0.526 -3.755
C: 5.106 0.404 0.509
C: 3.611 -0.896 -0.803
C: -4.961 -0.448 -0.441
C: -3.343 -2.365 -2.311
C: -4.242 2.158 1.022
C: 1.050 -3.348 -4.027
C: -1.659 -0.658 -2.385
C: 2.924 1.164 -0.113
C: -1.961 -5.040 1.899
C: 4.132 1.382 0.550
C: -4.022 3.073 0.002
C: -0.234 -5.090 -3.035
C: -1.686 2.600 0.194
C: 0.724 -3.517 -1.648
C: 1.673 -2.584 -5.145
C: -4.216 -1.309 0.370
C: 1.418 4.579 -0.470
C: -2.414 -1.567 -1.643
C: -1.390 -4.684 3.113
C: 1.919 2.252 -0.168
C: -1.094 -6.307 -3.155
C: -7.003 -1.220 0.562
C: -3.157 1.461 1.522
C: 0.083 4.254 -0.296
C: -6.340 -0.405 -0.347
C: 2.344 3.552 -0.409
C: -3.514 -2.245 -3.680
C: -2.726 3.300 -0.419
C: 1.854 6.075 -0.683
C: -1.415 -2.385 2.440
C: -2.264 -4.075 0.954
C: 4.855 -0.752 -0.214
C: -1.975 -2.740 1.212
C: -4.889 -2.117 1.282
Li: -0.138 0.149 0.357
H: -2.177 -6.079 1.688
H: -2.507 3.997 -1.215
H: -5.237 1.974 1.401
H: 2.756 -2.539 -5.016
H: 1.450 -3.056 -6.098
H: -4.337 -2.787 1.925
H: -1.132 -6.661 -4.183
H: -6.786 -2.731 2.065
H: -2.953 -1.189 -5.463
H: -3.293 0.704 2.287
H: -0.709 -7.094 -2.507
H: -2.690 -4.365 0.005
H: -4.848 3.607 -0.447
H: 6.051 0.544 1.018
H: -6.906 0.259 -0.989
H: 1.779 -2.053 -2.598
H: 4.283 2.304 1.093
H: -4.452 0.187 -1.157
H: -3.964 -3.053 -1.749
H: -1.156 -5.445 3.845
H: -8.083 -1.194 0.631
H: 1.289 -1.563 -5.156
H: -0.651 5.048 -0.325
H: -4.247 -2.862 -4.186
H: 3.378 -1.808 -1.339
H: -1.274 0.214 -4.306
H: 5.607 -1.520 -0.322
H: -0.691 -3.066 4.340
H: -2.104 -6.065 -2.821
H: 3.388 3.789 -0.563
H: 0.100 -4.872 -5.171
H: -0.945 -0.016 -1.879
H: -1.191 -1.341 2.640

As for the total energy: -73892.1778 eV. As for the net charge: 0. For the LUMO energy, the calculation gives -0.5124 eV. For the relative energy (zero: lowest compared OMol25 entry of this formula, charge and spin), the calculation gives 50.1 kcal/mol. For the HOMO energy, the calculation gives -7.31 eV. The calculation puts the orbital gap at 6.80 eV.

(3)
A structure of composition C40H33N3O2P2S2TeZr, computed with ωB97M-V with the def2-TZVPD basis set.

Geometry (Å):
Te: -0.858 -1.158 -2.574
Zr: 1.154 -1.209 0.186
S: 5.269 1.298 1.215
S: 3.583 -0.198 3.123
P: -2.058 -2.341 0.276
P: -0.474 0.708 -0.081
O: 2.186 -1.130 -1.492
O: 2.571 -1.649 -4.023
N: -5.617 -1.305 -3.714
N: 3.040 0.038 0.533
N: 3.409 0.628 -0.689
C: -2.926 -1.251 -3.012
C: -4.453 -0.891 3.921
C: 1.296 2.423 3.108
C: -0.478 -3.066 0.947
C: -3.681 -2.404 -2.830
C: -0.654 0.457 2.837
C: 3.858 0.339 1.494
C: 3.708 2.313 -4.506
C: 3.530 1.491 -5.615
C: -0.949 3.355 -0.714
C: -2.802 1.842 -1.069
C: 0.293 -3.703 -0.052
C: 3.499 1.802 -3.246
C: -3.766 -2.096 3.983
C: -3.533 -0.138 -3.587
C: 0.159 -2.724 2.152
C: 1.535 -2.913 2.308
C: -3.012 -2.525 2.900
C: -1.738 4.410 -1.136
C: -3.645 -0.547 1.684
C: -3.584 2.905 -1.496
C: 5.290 0.125 3.662
C: 2.929 -0.348 -4.186
C: 2.306 -3.437 1.263
C: -4.879 -0.221 -3.921
C: 2.910 -0.015 -1.696
C: 0.969 1.946 1.855
C: -3.055 4.187 -1.523
C: -4.402 -0.124 2.765
C: -1.034 -0.948 -0.398
C: 5.734 1.398 2.971
C: -1.492 2.071 -0.667
C: -2.920 -1.737 1.753
C: -5.025 -2.370 -3.187
C: -0.281 0.901 4.099
C: 0.671 1.898 4.235
C: 3.145 0.174 -5.458
C: 3.109 0.467 -3.058
C: -0.043 0.976 1.690
C: 1.671 -3.872 0.095
H: -1.325 5.409 -1.173
H: -5.384 0.624 -4.377
H: 0.928 2.268 5.219
H: -2.978 0.772 -3.775
H: 3.012 -0.465 -6.323
H: -3.666 5.016 -1.853
H: 6.816 1.512 3.015
H: 5.913 -0.724 3.387
H: 5.275 0.230 4.745
H: -3.207 0.839 -1.069
H: 3.378 -3.538 1.375
H: 3.632 2.426 -2.373
H: 0.079 3.535 -0.431
H: -5.044 -0.562 4.765
H: -2.511 -3.485 2.953
H: -0.771 0.493 4.973
H: -3.830 -2.712 4.871
H: 2.045 3.197 3.211
H: -0.183 -3.998 -0.979
H: 5.266 2.277 3.411
H: -5.650 -3.245 -3.050
H: -4.955 0.804 2.704
H: -3.251 -3.311 -2.430
H: 2.012 -2.625 3.234
H: -4.605 2.730 -1.807
H: 1.495 2.329 0.987
H: -1.463 -0.252 2.749
H: 2.581 -2.086 -4.881
H: 2.249 -4.303 -0.712
H: 3.693 1.881 -6.611
H: -0.407 -2.278 2.957
H: -3.610 0.064 0.792
H: 4.007 3.343 -4.632

As for the total energy: -99389.1645 eV. As for the net charge: +2. For the LUMO energy, the calculation gives -6.5748 eV. For the relative energy (zero: lowest compared OMol25 entry of this formula, charge and spin), the calculation gives 0.0 kcal/mol. For the HOMO energy, the calculation gives -12.73 eV. The calculation puts the orbital gap at 6.16 eV.